Record 1
Entry from OMol25: a structure of composition C28H35N7OSSe2Y at a distorted geometry (ωB97M-V/def2-TZVPD).

## Properties
- Relative energy (zero: lowest compared OMol25 entry of this formula, charge and spin): 75.29 kcal per mole
- Gap between HOMO and LUMO: 6.62 eV
- Total charge: +1
- E_tot: -184648.574 eV

XYZ file:
```
75
Properties=species:S:1:pos:R:3:mulliken_charge:R:1
Y -0.5536 0.8568 0.1781 0.764
C 2.8093 1.6027 3.3404 -1.635
C 1.8311 1.7172 2.2019 0.731
N 0.7414 1.0068 2.1630 1.074
N 0.5063 0.0107 3.0214 -1.006
C -0.8470 -0.2398 3.0023 0.612
O -1.6151 0.2456 2.1202 -0.902
C -1.3782 -1.0862 4.0551 0.179
C -2.7267 -1.2241 4.2601 0.083
C -3.2446 -1.9214 5.3039 -0.809
C -2.3573 -2.5815 6.1401 -0.258
C -0.9414 -2.5745 5.8914 -0.686
C -0.4414 -1.8285 4.8390 -0.226
C 2.0543 2.7248 1.1604 0.306
C 3.2745 3.4630 0.9760 -0.890
C 3.3203 4.4750 -0.0045 -0.495
C 2.3558 4.4408 -1.0682 -0.679
C 1.3724 3.4479 -1.0039 -0.225
N 1.1147 2.7352 0.1347 0.287
H 2.5577 0.5997 3.8087 0.366
H 2.5430 2.2961 4.1300 0.316
H 3.8425 1.7282 3.1272 0.471
H -3.3372 -0.7836 3.3952 0.231
H -4.2467 -1.7205 5.6296 0.354
H -2.6641 -3.0421 7.0528 0.403
H -0.2263 -3.0087 6.5624 0.391
H 0.6334 -1.8435 4.6062 0.360
H 4.0915 3.3447 1.6970 0.351
H 4.1964 5.0937 -0.1444 0.413
H 2.4507 4.9544 -2.0511 0.343
H 0.7237 3.2704 -1.8326 0.428
C -2.0191 -4.6388 -4.0747 -1.453
C -1.2810 -3.8826 -2.9477 -0.130
N -1.8468 -2.5875 -2.8694 -0.117
C -1.5697 -1.5868 -2.0184 0.097
S -0.8811 -1.8061 -0.4367 -0.450
N -1.9804 -0.4245 -2.4770 -1.089
N -1.9198 0.6854 -1.6871 0.979
C -2.7446 1.7258 -1.9706 0.584
C -3.5705 1.6502 -3.1671 -1.667
C -2.7663 2.8542 -1.0383 0.512
C -3.8059 3.8135 -1.1005 -0.866
C -3.9644 4.8269 -0.0937 -0.442
C -3.0797 4.7674 1.0385 -0.837
C -2.1094 3.7678 1.0453 0.026
N -1.9606 2.8626 0.0859 0.280
H -1.7372 -5.6830 -4.0722 0.411
H -1.7054 -4.1614 -4.9779 0.409
H -3.1120 -4.6233 -3.9058 0.339
H -0.1972 -3.8198 -3.1475 0.135
H -1.4285 -4.3617 -1.9282 0.350
H -2.4415 -2.3289 -3.6602 0.342
H -4.5985 1.3524 -2.8379 0.303
H -3.0834 0.9263 -3.8639 0.355
H -3.6182 2.5558 -3.6796 0.541
H -4.3067 3.9287 -2.0635 0.340
H -4.8431 5.4277 -0.1514 0.445
H -3.3719 5.3387 1.9140 0.363
H -1.5638 3.6035 1.9839 0.385
C 1.7357 -1.2372 -3.6494 -0.749
Se 2.1434 -0.0832 -2.0447 0.164
C 3.7430 -0.9624 -1.0403 -0.426
C 3.4940 -2.3176 -0.4401 -0.670
Se 5.0775 -3.5873 -0.2309 0.090
C 5.0150 -4.3512 -2.0370 -0.821
H 2.4023 -2.1523 -3.7530 0.271
H 1.8787 -0.5429 -4.5189 0.359
H 0.7350 -1.5892 -3.6391 0.077
H 3.7978 -0.1607 -0.2883 0.202
H 4.5717 -0.8990 -1.7681 0.442
H 2.6854 -2.8608 -0.9258 0.249
H 3.2515 -2.2039 0.6572 0.206
H 5.6701 -5.2503 -1.9122 0.294
H 5.4377 -3.5770 -2.6379 0.267
H 4.0290 -4.5669 -2.3622 0.249
```


Record 2
Entry from OMol25: a cluster of 2 separate species, C3H7N2O in total at a distorted geometry (ωB97M-V/def2-TZVPD).

## Properties
- Relative energy (zero: lowest compared OMol25 entry of this formula, charge and spin): 9.86 kcal per mole
- Gap between HOMO and LUMO: 11.08 eV
- Total charge: +1
- E_tot: -8245.711 eV

XYZ file:
```
13
Properties=species:S:1:pos:R:3:mulliken_charge:R:1
C -1.4801 0.9496 0.7876 -0.212
C -0.4257 1.3313 0.0155 -0.317
N 0.4489 0.2670 0.0366 0.063
C -0.0333 -0.7234 0.7410 -0.161
N -1.2282 -0.3287 1.2252 -0.093
H -2.2484 1.5702 1.2264 0.384
H -0.4065 2.0505 -0.7809 0.372
H 1.2419 0.1764 -0.6193 0.307
H 0.3008 -1.7479 0.7024 0.346
H -1.5367 -0.6231 2.1440 0.320
H 2.0867 -1.8218 -1.7465 0.333
H 1.7448 -1.0505 -2.9774 0.343
O 1.9852 -0.9021 -2.0430 -0.684
```


Record 3
Entry from OMol25: a structure of composition C35H30BaNOPS at a distorted geometry (ωB97M-V/def2-TZVPD).

## Properties
- Relative energy (zero: lowest compared OMol25 entry of this formula, charge and spin): 0.00 kcal per mole
- Gap between HOMO and LUMO: 1.22 eV
- Total charge: -2
- E_tot: -61119.914 eV

XYZ file:
```
70
Properties=species:S:1:pos:R:3:mulliken_charge:R:1
Ba -19.7304 4.4999 -13.3803 1.468
C -22.2314 5.2137 -15.8501 -1.485
C -20.9275 5.9615 -16.2377 1.209
C -21.0544 6.4797 -17.5630 -0.842
C -19.9443 7.0316 -18.1598 -0.579
C -18.8437 7.1348 -17.3693 0.694
C -17.4748 7.3345 -17.9181 -0.739
C -16.5630 7.8615 -17.1818 -0.112
C -16.8193 8.0159 -15.8482 -0.240
C -17.7677 7.2792 -15.1068 -0.052
S -17.7662 6.8078 -13.3088 -0.379
C -18.8958 6.8182 -16.0282 0.259
N -20.0117 6.2017 -15.4232 -0.358
H -22.1587 4.5656 -14.9092 0.203
H -22.9985 4.7344 -16.6321 0.269
H -22.8885 5.9636 -15.5826 0.517
H -21.9554 5.9331 -18.2625 0.094
H -20.1134 7.3742 -19.2128 0.308
H -17.5313 7.4731 -19.0557 0.185
H -15.6419 8.6292 -17.3616 0.158
H -16.2100 8.7213 -15.1491 0.191
C -15.0159 1.7079 -8.9568 -0.325
C -16.1884 2.6063 -9.3225 -0.830
C -16.8327 2.5514 -10.4973 -1.455
C -16.3163 1.7726 -11.6652 0.044
C -15.1312 1.0643 -11.3529 0.190
C -14.6917 0.8154 -10.0168 -0.914
P -17.2209 2.3687 -13.1779 0.383
C -15.9212 2.2380 -14.5207 -0.179
C -14.8815 3.0156 -14.3380 0.588
C -13.7527 3.2119 -15.3182 -0.804
C -13.8477 2.4823 -16.3719 -0.051
C -14.9001 1.4021 -16.6090 -0.823
C -16.0350 1.4476 -15.7141 -0.307
C -18.2472 0.9289 -13.2478 0.904
C -18.3742 -0.0389 -12.2565 -0.424
C -19.1162 -1.1576 -12.4501 -1.021
C -19.8705 -1.5402 -13.5632 -0.900
C -20.0850 -0.4077 -14.5228 0.942
C -21.1893 -0.4357 -15.4073 -0.435
C -21.4312 0.6616 -16.1658 -0.383
C -20.5497 1.7944 -16.0872 -0.608
C -19.5162 1.9231 -15.1079 -0.990
C -19.2807 0.7464 -14.2654 1.022
H -14.5491 1.7483 -7.9430 0.343
H -16.4650 3.0319 -8.4173 0.413
H -19.9025 -8.1371 -6.1180 -1.000
H -14.2936 1.1728 -12.1488 0.192
H -13.8643 0.1829 -10.0968 0.428
H -14.6329 3.9695 -13.4812 0.051
H -13.1738 4.1281 -15.5463 0.265
H -12.9516 2.3014 -17.1135 0.241
H -15.2177 1.2798 -17.6490 0.271
H -16.7645 0.6895 -15.9462 0.424
H -17.7634 -0.0397 -11.4013 0.416
H -18.6342 -1.9388 -11.9091 0.278
H -20.1243 -2.7120 -13.8003 0.167
H -21.6936 -1.5077 -15.4954 0.135
H -22.3635 0.7651 -16.9524 0.111
H -20.6476 2.7002 -16.9725 0.019
C -22.4605 5.3052 -11.5906 -0.462
O -21.8464 4.1205 -11.7521 -0.360
C -20.9089 3.7562 -10.4445 -0.935
C -20.0100 2.7896 -10.3789 0.157
H -22.3348 5.4132 -10.4048 0.334
H -23.5962 5.1190 -11.7847 0.183
H -21.9108 6.2712 -12.0774 0.113
H -17.5967 3.0893 -10.7565 1.616
H -19.2931 3.0904 -9.5487 0.126
H -19.5075 2.1902 -11.1083 0.080
```


Record 4
Entry from OMol25: a cluster of 3 separate species, C14H21Br2ClN4O10P in total (ωB97M-V/def2-TZVPD).

## Properties
- Gap between HOMO and LUMO: 7.92 eV
- Total charge: +1
- E_tot: -203179.389 eV

XYZ file:
```
53
Properties=species:S:1:pos:R:3:mulliken_charge:R:1
C 1.6893 3.6130 -1.6171 -0.846
N 0.3293 3.0793 -1.4579 -0.324
C 0.0997 2.2312 -0.2966 -1.250
C 0.4251 0.7993 -0.5782 0.073
C -0.3652 -0.2265 -1.0224 0.331
C -1.7964 -0.3354 -1.4134 -0.754
Br -1.8627 0.1004 -3.3143 0.034
C -2.7689 0.4941 -0.5904 -0.251
C -2.6850 0.1593 0.8876 -1.299
Br -4.5687 0.0426 -1.1975 -0.089
N 0.4749 -1.3180 -1.1412 0.203
Cl -0.0349 -2.8248 -1.6938 0.104
C 1.7505 -1.0518 -0.7862 0.112
P 3.0609 -2.4993 -0.8728 0.283
O 4.3170 -1.6364 -1.4474 -0.476
O 3.4849 -2.7000 0.6331 -0.322
N 1.6869 0.2601 -0.4534 0.427
O 2.7178 1.0898 -0.1053 -0.223
N 3.6228 0.4726 0.9218 0.466
O 4.3449 1.2791 1.2720 -0.303
H 2.3196 3.4193 -0.7517 0.200
H 2.1619 3.2180 -2.5144 0.259
H 1.6475 4.6924 -1.7429 0.377
H -0.2927 3.8689 -1.3721 0.337
H 0.6860 2.5467 0.5756 0.369
H -0.9425 2.3087 -0.0069 0.449
H -2.0950 -1.3757 -1.3353 0.809
H -2.6855 1.5570 -0.7907 0.471
H -3.5017 0.6602 1.4018 0.461
H -1.7576 0.5103 1.3386 0.329
H -2.8301 -0.9061 1.0528 0.390
H 4.0702 -1.0543 -2.1763 0.343
H 4.2489 -2.2087 0.9845 0.354
C 7.0133 -0.2418 1.6178 -0.339
C 8.4102 -0.5818 2.0978 -0.370
O 8.1470 -1.6802 2.9853 -0.344
C 6.9832 -2.2660 2.6471 0.551
O 6.5598 -3.2807 3.0721 -0.477
O 6.3354 -1.4938 1.7108 -0.239
H 6.9924 0.1124 0.5893 0.341
H 6.5089 0.4778 2.2608 0.270
H 9.0591 -0.9248 1.2918 0.255
H 8.8985 0.2263 2.6330 0.307
C -9.0528 -1.2879 0.7639 -0.293
C -9.5609 -0.0658 0.0188 -0.295
O -8.7073 -0.0417 -1.1311 -0.308
C -8.2379 -1.2925 -1.3457 0.640
O -7.6419 -1.6338 -2.3130 -0.507
O -8.5401 -2.0960 -0.3007 -0.320
H -9.8264 -1.8262 1.3031 0.289
H -8.2354 -1.0490 1.4464 0.242
H -10.5931 -0.1800 -0.3143 0.264
H -9.4632 0.8604 0.5772 0.286
```


Record 5
Entry from OMol25: a structure of composition C23H52InO9P2 at a distorted geometry (ωB97M-V/def2-TZVPD).

## Properties
- Gap between HOMO and LUMO: 5.68 eV
- Total charge: -1
- E_tot: -66871.842 eV

XYZ file:
```
87
Properties=species:S:1:pos:R:3:mulliken_charge:R:1
C -5.4637 0.4279 5.2527 0.058
C -5.0539 0.3357 4.1291 -0.500
C -4.3526 0.2349 2.8381 -0.685
C -2.7955 0.3282 2.9675 0.606
C -2.2266 -0.1699 4.3043 -1.525
In 0.0002 -0.4638 4.3077 0.858
C 1.0688 1.0476 3.0088 -0.565
O 0.8693 2.4015 3.5102 -0.343
C 0.4768 3.2204 2.4344 -0.269
C 0.6771 -2.5625 3.8623 -0.198
C -0.0263 -3.5044 4.8620 -1.473
C 0.5124 -3.0335 2.4050 -0.486
C -0.7348 -2.4818 1.6904 -0.630
H -5.6787 0.3278 6.2894 0.417
H -4.6970 1.0255 2.1667 0.311
H -4.6192 -0.7484 2.4411 0.245
H -2.4666 1.3674 2.8664 0.075
H -2.3941 -0.2199 2.1098 -0.327
H -2.7441 -1.0597 4.6805 0.344
H -2.4183 0.6189 5.0378 0.456
H 0.5423 -0.1055 5.9936 -0.422
H 2.1341 0.8145 3.1243 0.111
H 0.8157 0.9494 1.9467 0.159
H -0.5673 3.0104 2.1577 0.109
H 1.1520 3.1009 1.5780 -0.024
H 0.5183 4.2669 2.7601 0.271
H 1.7432 -2.6057 4.1212 0.374
H -1.0969 -3.5932 4.6537 0.270
H 0.4755 -4.4769 4.9596 0.427
H 0.0464 -3.0272 5.8475 0.323
H 0.4418 -4.1348 2.4221 0.319
H 1.4162 -2.7803 1.8413 0.176
H -1.1566 -3.2486 1.0258 0.490
H -0.4841 -1.6376 1.0437 -0.032
H -1.5153 -2.2498 2.4166 0.089
O 3.4348 0.3914 -0.5559 -0.640
P 4.6115 0.8449 -1.3444 1.175
O 5.8644 -0.0015 -0.7325 -0.394
C 5.9139 -1.4077 -0.9477 -0.285
C 6.2333 -1.7600 -2.3911 -0.928
O 4.8894 2.2945 -0.6544 -0.426
C 3.8958 2.8915 0.1893 -0.232
C 4.0666 2.5081 1.6400 -0.882
O 5.4475 1.3552 -2.6786 -0.371
C 4.7634 1.3770 -3.9430 -0.222
C 3.4916 2.2031 -3.8981 -0.837
H 4.9700 -1.8657 -0.6376 0.226
H 6.6956 -1.7930 -0.2934 0.345
H 5.3855 -1.5325 -3.0448 0.154
H 6.4511 -2.8243 -2.4890 0.430
H 7.0880 -1.1860 -2.7492 0.249
H 2.8968 2.6299 -0.1598 0.120
H 4.0012 3.9722 0.0723 0.394
H 4.1845 1.4330 1.7664 0.193
H 3.2002 2.8273 2.2184 0.268
H 4.9610 2.9698 2.0647 0.363
H 4.5420 0.3521 -4.2574 0.246
H 5.4591 1.7979 -4.6683 0.335
H 2.7497 1.7526 -3.2296 0.066
H 3.0450 2.2733 -4.8905 0.416
H 3.6971 3.2071 -3.5272 0.267
O -4.0568 -0.5865 -1.5607 -0.751
P -3.2993 -0.1679 -2.7627 1.285
O -2.5140 1.1905 -2.3739 -0.466
C -1.4789 1.1253 -1.3839 -0.192
C -0.2393 0.4177 -1.9002 -0.809
O -4.4639 0.4419 -3.7287 -0.386
C -5.8436 0.2678 -3.4151 -0.283
C -6.3752 1.4293 -2.5995 -1.047
O -2.3875 -0.5341 -4.0814 -0.368
C -2.0284 -1.9103 -4.3025 -0.191
C -3.2386 -2.8227 -4.3622 -1.158
H -1.8558 0.6383 -0.4807 0.076
H -1.2344 2.1541 -1.1229 0.321
H -0.4205 -0.6562 -2.0097 -0.019
H 0.5938 0.5441 -1.2062 0.453
H 0.0489 0.8035 -2.8797 0.300
H -6.0056 -0.6811 -2.9043 0.298
H -6.3765 0.2127 -4.3671 0.357
H -5.7270 1.6530 -1.7528 0.266
H -7.3767 1.2108 -2.2246 0.348
H -6.4243 2.3329 -3.2100 0.288
H -1.3409 -2.2387 -3.5179 0.263
H -1.4866 -1.9438 -5.2471 0.340
H -3.7534 -2.8602 -3.3969 0.356
H -2.9388 -3.8391 -4.6189 0.405
H -3.9557 -2.4644 -5.1014 0.270
```


Record 6
Entry from OMol25: a structure of composition C40H34CsI2N6O3S2 (ωB97M-V/def2-TZVPD).

## Properties
- Relative energy (zero: lowest compared OMol25 entry of this formula, charge and spin): 4.37 kcal per mole
- Gap between HOMO and LUMO: 6.09 eV
- Total charge: -1
- E_tot: -95536.882 eV

XYZ file:
```
88
Properties=species:S:1:pos:R:3:mulliken_charge:R:1
Cs 0.2176 -0.7783 -0.3959 0.831
C -2.9188 2.0139 2.0196 -1.205
C -3.2668 0.5305 2.0553 -0.848
C -2.2678 -0.3393 2.7832 0.585
C -1.7109 0.0318 4.0049 -0.342
C -0.8314 -0.8322 4.6320 -0.502
C -0.5337 -2.0415 4.0277 -0.329
C -1.1370 -2.3379 2.8152 -0.341
N -1.9871 -1.5092 2.2083 -0.429
N -1.8444 2.3365 1.0824 0.882
C -0.9821 3.3781 1.6193 -0.769
C -0.0409 2.8139 2.6555 0.410
C 0.0084 3.3268 3.9471 -0.829
C 0.9047 2.7835 4.8552 -0.637
C 1.7161 1.7419 4.4436 -0.537
C 1.5931 1.2882 3.1352 -0.485
N 0.7431 1.8107 2.2577 0.020
C -2.3918 2.6417 -0.2272 -1.453
C -1.3979 2.9010 -1.3432 1.395
C -1.8887 3.3281 -2.5743 -0.899
C -1.0017 3.5682 -3.6040 -0.570
C 0.3541 3.3890 -3.3721 -0.610
C 0.7455 2.9516 -2.1209 -0.665
N -0.1044 2.7084 -1.1233 -0.135
H -2.6103 2.3343 3.0164 0.509
H -3.8208 2.6014 1.7824 0.443
H -3.3650 0.1376 1.0424 0.163
H -4.2456 0.4101 2.5331 0.394
H -1.9498 0.9847 4.4588 0.423
H -0.3772 -0.5558 5.5760 0.418
H 0.1655 -2.7373 4.4729 0.412
H -0.9171 -3.2539 2.2761 0.449
H -1.5640 4.2081 2.0553 0.273
H -0.3750 3.7756 0.8104 0.451
H -0.6491 4.1402 4.2296 0.389
H 0.9628 3.1676 5.8667 0.379
H 2.4305 1.2789 5.1122 0.501
H 2.1829 0.4549 2.7776 0.661
H -3.0748 3.5117 -0.1793 0.383
H -3.0108 1.7920 -0.5320 0.406
H -2.9557 3.4434 -2.7224 0.420
H -1.3618 3.8693 -4.5795 0.413
H 1.0871 3.5462 -4.1525 0.432
H 1.7919 2.7718 -1.9038 0.453
I -2.6120 0.5465 -5.4351 -0.029
C -0.5268 0.4686 -5.3243 -0.327
C 0.2231 0.5663 -6.4913 -0.432
C 1.5937 0.5148 -6.4564 -0.295
I 2.6371 0.6616 -8.2699 -0.022
C 2.2712 0.3642 -5.2207 0.869
C 3.6752 0.2924 -5.0817 -0.766
C 4.2366 0.1565 -3.8412 -0.821
C 3.3968 0.0992 -2.7181 -0.559
N 2.0906 0.1732 -2.8037 0.319
C 1.5145 0.2896 -4.0192 -0.238
C 0.0338 0.3199 -4.0325 0.774
O -0.6288 0.2268 -2.9787 -0.682
H -0.2887 0.6800 -7.4380 0.319
H 4.2981 0.3425 -5.9654 0.151
H 5.3101 0.0886 -3.7189 0.388
H 3.8184 -0.0146 -1.7232 0.391
O 2.0301 -1.6022 1.9036 0.056
S 3.2967 -2.0969 1.2938 -0.006
C 4.5694 -1.5256 2.4466 0.423
C 4.2405 -1.3179 3.7790 -0.438
C 5.2095 -0.8551 4.6525 -0.678
C 6.4987 -0.6001 4.1930 -0.463
C 6.8157 -0.8013 2.8594 -0.616
C 5.8435 -1.2605 1.9768 -0.185
C 3.4398 -3.8301 1.7451 0.656
C 2.4009 -4.4072 2.4472 -0.400
C 2.4807 -5.7545 2.7740 -0.542
C 3.5864 -6.5003 2.3964 -0.556
C 4.6203 -5.9049 1.6807 -0.576
C 4.5469 -4.5636 1.3473 -0.667
H 3.2256 -1.5148 4.1055 0.418
H 4.9649 -0.6918 5.6949 0.412
H 7.2530 -0.2352 4.8786 0.368
H 7.8145 -0.5896 2.4998 0.386
H 6.0709 -1.4008 0.9261 0.420
H 1.5281 -3.8110 2.6742 0.347
H 1.6588 -6.2252 3.2978 0.421
H 3.6386 -7.5533 2.6429 0.363
H 5.4749 -6.4918 1.3692 0.384
H 5.3354 -4.0965 0.7687 0.360
O -0.1906 -4.4067 0.5696 -0.579
S 0.7514 -4.4751 -0.5863 0.040
N 1.7996 -3.4622 -0.7517 -0.300
```